Record 1
The following is a quantum chemistry calculation of the molecule C6H11N3O2, from OMol25.

Orbital gap: 10.6 eV
SMILES string: CCO[C@](C#N)(NC)C(N)=O
E_LUMO: 0.65 eV
HOMO energy: -0.3656 hartree

The geometry in ORCA input format:
```
! RIJCOSX wB97M-V def2-TZVPD def2/J DEFGRID3
* xyz 0 1
O 0.07768 0.41754 -1.04778
O -1.56860 2.33450 -0.18407
N -1.50282 1.56282 1.93507
N -0.64478 -0.70161 0.97574
N 1.82435 1.19168 1.94035
C 1.03589 0.88796 1.16886
C -1.73560 -1.25312 0.32855
C -1.11047 1.57455 0.63420
C -0.08890 0.46360 0.38960
C 2.47266 -0.32797 -1.54616
C 0.90359 -0.62879 -1.66274
H 0.05940 -1.43803 0.90713
H -2.15987 -2.08494 0.78015
H -1.37804 0.90232 2.64109
H 2.74488 -0.04825 -0.54363
H 0.75054 -1.71541 -1.32942
H 2.79887 0.51840 -2.21687
H -2.43252 -0.44777 0.17461
H -1.32592 -1.54024 -0.75804
H 0.76005 -0.59521 -2.68132
H -2.35584 2.08391 2.01198
H 2.87545 -1.15594 -1.91729
*
```

Atom charges from the Löwdin analysis, given in e for atoms 1 to 4:
1 O -0.07
2 O 0.12
3 N 0.19
4 N -0.05

***

Record 2
The following is a quantum chemistry calculation of the molecule C6H10O, from OMol25.

Orbital gap: 10.5 eV
SMILES string: O[C@@H]1C=CCCC1
E_LUMO: 1.02 eV
HOMO energy: -0.3488 hartree

The geometry in ORCA input format:
```
! RIJCOSX wB97M-V def2-TZVPD def2/J DEFGRID3
* xyz 0 1
O 2.01013 -0.89730 0.92989
C -0.02702 -1.30559 -0.38618
C -0.08533 1.61894 -0.14675
C 1.09585 1.01179 -0.13361
C -1.21056 -0.60859 0.31043
C 1.27729 -0.48176 -0.22321
C -1.37980 0.84978 -0.20655
H -0.29153 -1.50953 -1.43508
H 2.01084 1.58572 0.00908
H -0.13016 2.70880 -0.07952
H 1.58115 -0.48577 1.69227
H -1.00879 -0.59480 1.39053
H 0.19288 -2.30327 0.02573
H -2.10571 1.44471 0.36362
H -1.75249 0.85999 -1.24193
H -2.12539 -1.20889 0.19535
H 1.94864 -0.68422 -1.06408
*
```

Atom charges from the Löwdin analysis, given in e for atoms 1 to 4:
1 O -0.04
2 C -0.14
3 C -0.10
4 C -0.07

***

Record 3
The following is a quantum chemistry calculation of the molecule C3H4N2O, from OMol25.

Orbital gap: 10.5 eV
SMILES string: [H]/N=C/CN=C=O
E_LUMO: 0.76 eV
HOMO energy: -0.3596 hartree

The geometry in ORCA input format:
```
! RIJCOSX wB97M-V def2-TZVPD def2/J DEFGRID3
* xyz 0 1
O 2.55396 -1.33921 0.71223
N 1.11350 -0.40555 -0.85109
N -0.90131 1.25971 1.08224
C -0.84814 0.24809 0.36004
C 1.79832 -0.95905 -0.05656
C -0.20301 0.07706 -1.04957
H -1.18213 -0.62076 0.81902
H -1.29894 1.18214 2.11332
H -0.83139 -0.54780 -1.72088
H -0.20086 1.10537 -1.40875
*
```

Atom charges from the Löwdin analysis, given in e for atoms 1 to 4:
1 O 0.18
2 N 0.12
3 N 0.07
4 C -0.26

***

Record 4
The following is a quantum chemistry calculation of a structure of composition C8H15N2O2S, from OMol25.

Orbital gap: 8.6 eV
E_LUMO: -3.71 eV
HOMO energy: -0.4524 hartree

The geometry in ORCA input format:
```
! RIJCOSX wB97M-V def2-TZVPD def2/J DEFGRID3
* xyz 1 1
S -2.81200 -1.54936 0.44065
O -4.12179 0.25878 0.41041
O 0.22171 0.45660 -0.23953
N -3.59765 1.33985 0.32199
N -2.22473 3.36472 0.51398
C 1.61848 2.46642 -0.15807
C -1.32654 -1.19275 0.06115
C -3.52378 -2.14669 -1.25966
C 1.16782 -1.82682 0.00912
C 1.57790 -2.20657 1.40469
C -2.89626 2.24010 0.58389
C -0.05997 -0.82133 -0.10659
C 1.58197 0.98344 -0.31136
H -2.63760 4.07285 1.11553
H 0.94630 2.63716 0.56973
H 1.94957 0.69194 -1.23054
H 2.75401 -2.33344 1.48894
H 0.86325 -2.72400 -0.70893
H 1.35092 2.94998 -1.15527
H 1.46914 -1.42130 2.08502
H -1.97353 3.84694 -0.32341
H -3.25437 -3.10266 -1.23440
H 1.04728 -3.12406 1.82927
H 1.89407 -1.40322 -0.62719
H -4.55930 -1.98807 -1.17380
H 2.20703 0.47437 0.45394
H 2.58071 2.66966 0.08838
H -3.19697 -1.41132 -1.92587
*
```

Atom charges from the Löwdin analysis, given in e for atoms 1 to 4:
1 S 1.15
2 O -0.18
3 O -0.02
4 N -0.05

***

Record 5
The following is a quantum chemistry calculation of a cluster of 2 separate species, C3H9NS in total, from OMol25.

Orbital gap (spin up / spin down): 7.2 / 5.5 eV
E_LUMO (spin up / spin down): -6.79 / -8.18 eV
HOMO energy (spin up / spin down): -0.5124 / -0.5018 hartree

The geometry in ORCA input format:
```
! RIJCOSX wB97M-V def2-TZVPD def2/J DEFGRID3
* xyz 1 2
S -0.10873 -0.68332 1.09993
N -2.48014 1.15020 -0.56164
C 1.03932 -1.05782 -0.36000
C 2.05733 0.15038 -0.70489
C -2.70623 0.81739 0.73476
H -3.24362 -0.09528 0.95155
H -2.11403 1.14833 1.66846
H 1.77652 1.11777 -0.55785
H 0.20229 -1.39597 -1.00184
H 0.60190 0.37357 1.60108
H 2.76201 -0.01989 0.03498
H 1.73953 -1.80275 -0.17361
H 2.53089 -0.08435 -1.63584
H -2.05705 0.38176 -1.09509
*
```

Atom charges from the Löwdin analysis, given in e for atoms 1 to 4:
1 S 0.73
2 N 0.23
3 C -0.45
4 C -0.09

***

Record 6
The following is a quantum chemistry calculation of the molecule C6H10O2, from OMol25.

Orbital gap: 10.4 eV
SMILES string: C[C@H]1OCC[C@@H]2O[C@H]21
E_LUMO: 0.98 eV
HOMO energy: -0.3477 hartree

The geometry in ORCA input format:
```
! RIJCOSX wB97M-V def2-TZVPD def2/J DEFGRID3
* xyz 0 1
O -0.46224 -1.09483 -0.31631
O 0.96094 2.13512 0.00513
C 0.96367 0.86831 -0.66992
C 0.24051 1.06747 0.50195
C 1.96453 -0.28077 -0.34324
C 0.94295 -1.32233 0.18652
C -1.06674 0.14391 0.28168
C -2.22858 0.40556 -0.31830
H 2.54655 -0.06646 0.56166
H 0.94076 -2.35069 0.03946
H 2.68088 -0.77663 -1.11942
H 0.57411 0.86410 1.57059
H -2.47616 1.32886 0.15867
H 0.96847 -1.51669 1.43020
H 0.36142 0.58383 -1.48601
H -2.28603 0.60230 -1.53569
H -3.05222 -0.33908 -0.21157
H -1.57285 -0.25199 1.26459
*
```

Atom charges from the Löwdin analysis, given in e for atoms 1 to 4:
1 O -0.15
2 O 0.09
3 C -0.24
4 C -0.26

***

Record 7
The following is a quantum chemistry calculation of a cluster of 2 separate species, C2H5O2S in total, from OMol25.

Orbital gap: 7.8 eV
E_LUMO: 3.89 eV
HOMO energy: -0.1426 hartree

The geometry in ORCA input format:
```
! RIJCOSX wB97M-V def2-TZVPD def2/J DEFGRID3
* xyz -1 1
S 0.03196 -1.71118 0.32845
O 0.32754 1.06320 -0.89913
O -0.19437 1.97357 -2.88018
C 0.12030 -0.68447 1.83898
C -0.32965 1.06534 -2.13043
H 0.73820 0.14300 1.55715
H -0.90331 -0.44074 2.12417
H 0.30337 -0.19573 -0.29957
H -0.74507 0.06009 -2.31914
H 0.65103 -1.27309 2.67969
*
```

Atom charges from the Löwdin analysis, given in e for atoms 1 to 4:
1 S 0.30
2 O -0.24
3 O -0.01
4 C -0.60

***

Max |F|? In order: 5.3, 0.5, 3.2, 5.1, 4.4, 10.2, 6.3 eV/A.
Energy above the lowest of the compared OMol25 structures with the same formula, charge and spin? In order: 128.1, 12.7, 171.0, 542.7, 346.7, 642.4, 113.4 kJ/mol.